[1]
Here is a molecular structure, C18H45BrCuN5O2P2Se in a non-equilibrium geometry from the OMol25 dataset. Energies are from the ωB97M-V functional and the def2-TZVPD basis.

The geometry in ORCA input format:
```
! RIJCOSX wB97M-V def2-TZVPD def2/J DEFGRID3
* xyz 1 2
Cu 0.062 -0.241 -0.443
Se -1.621 -2.482 2.681
C -1.365 -1.993 1.040
N -1.204 -1.639 -0.062
C 5.684 -3.045 -0.155
C 4.365 -3.778 0.094
N 3.332 -2.914 0.640
C 3.284 -2.788 2.089
C 3.996 -1.550 2.634
C 2.489 -2.218 -0.141
C 2.513 -2.451 -1.622
N 1.637 -1.357 0.305
H 6.381 -3.712 -0.654
H 6.134 -2.723 0.780
H 5.531 -2.169 -0.782
H 4.535 -4.593 0.804
H 4.012 -4.226 -0.835
H 3.757 -3.678 2.511
H 2.235 -2.795 2.409
H 5.028 -1.524 2.296
H 3.992 -1.586 3.720
H 3.513 -0.627 2.322
H 2.210 -3.471 -1.856
H 3.502 -2.271 -2.038
H 1.810 -1.771 -2.097
H 1.642 -1.201 1.306
N 1.981 3.479 1.467
C 0.581 3.275 1.860
P 0.591 1.525 2.571
O 1.999 1.313 2.986
O -0.121 0.502 1.747
C -0.577 1.659 4.064
N -1.062 0.281 4.238
H 2.520 2.843 2.108
H 2.302 4.446 1.517
H 2.103 3.088 0.494
H -0.084 3.377 1.004
H 0.301 3.986 2.635
H -1.409 2.318 3.819
H -0.071 2.019 4.959
H -1.996 0.190 4.650
H -0.398 -0.281 4.783
H -1.074 -0.174 3.267
Br 1.324 1.562 -0.996
C -1.384 2.347 -3.623
C -2.312 2.188 -2.422
C -2.082 3.333 -1.436
P -2.082 0.549 -1.516
C -3.602 0.396 -0.418
C -4.886 1.034 -0.942
C -3.303 0.913 0.993
C -2.342 -0.820 -2.762
C -3.473 -0.628 -3.766
C -1.018 -1.122 -3.464
H -1.475 3.359 -4.014
H -1.640 1.663 -4.427
H -0.344 2.198 -3.346
H -3.350 2.211 -2.768
H -1.033 3.369 -1.149
H -2.696 3.224 -0.545
H -2.333 4.283 -1.906
H -3.740 -0.692 -0.361
H -4.810 2.118 -0.965
H -5.705 0.773 -0.275
H -5.146 0.689 -1.936
H -3.518 1.978 1.069
H -2.257 0.751 1.246
H -3.927 0.390 1.719
H -2.579 -1.682 -2.126
H -3.396 0.313 -4.302
H -4.446 -0.678 -3.285
H -3.431 -1.430 -4.500
H -0.733 -0.335 -4.157
H -1.092 -2.055 -4.018
H -0.228 -1.241 -2.721
*
```

Properties
E_tot: -8435.67909 Ha
Energy above the lowest of the compared OMol25 structures with the same formula, charge and spin: 22.98 kcal/mol
Gap between HOMO and LUMO (spin up / spin down): 7.8 / 7.4 eV
LUMO level (spin up / spin down): -2.41 / -3.07 eV
HOMO level (spin up / spin down): -10.21 / -10.47 eV

[2]
Here is a molecular structure, C18H46BaCu2O13P3 in a non-equilibrium geometry from the OMol25 dataset. Energies are from the ωB97M-V functional and the def2-TZVPD basis.

The geometry in ORCA input format:
```
! RIJCOSX wB97M-V def2-TZVPD def2/J DEFGRID3
* xyz 3 1
Cu 1.368 -5.477 -3.202
Cu 0.466 1.885 -4.768
Ba -0.761 -3.093 -8.082
O 0.232 -1.818 -3.409
H 0.230 -1.536 -2.473
C 5.566 0.768 -0.452
C 6.167 1.920 0.352
O 6.730 2.851 -0.553
P 5.821 3.981 -1.168
O 4.509 3.477 -1.704
O 5.713 5.144 -0.016
C 6.809 5.534 0.752
C 6.817 4.870 2.118
O 6.677 4.656 -2.333
C 6.236 5.897 -2.908
C 5.560 5.600 -4.273
H 4.884 0.225 0.203
H 5.139 1.114 -1.394
H 6.271 -0.063 -0.470
H 5.428 2.333 1.038
H 6.945 1.461 0.961
H 7.713 5.365 0.166
H 6.780 6.620 0.845
H 5.883 4.908 2.678
H 7.192 3.848 2.059
H 7.665 5.259 2.682
H 5.464 6.404 -2.329
H 7.082 6.559 -3.090
H 4.705 4.931 -4.178
H 5.226 6.552 -4.685
H 6.262 5.130 -4.962
C -11.047 -3.102 -6.521
C -9.987 -4.108 -6.191
O -8.782 -3.373 -6.349
P -7.460 -3.970 -5.602
O -6.167 -3.479 -6.272
O -7.688 -5.596 -5.661
C -6.864 -6.355 -6.588
C -7.672 -7.640 -7.085
O -7.671 -3.658 -3.983
C -6.723 -4.046 -3.046
C -5.935 -2.842 -2.674
H -12.005 -3.601 -6.378
H -10.975 -2.194 -5.922
H -11.108 -2.770 -7.558
H -10.096 -4.428 -5.155
H -10.080 -4.964 -6.860
H -6.511 -5.748 -7.421
H -5.923 -6.681 -6.145
H -7.809 -8.314 -6.240
H -8.687 -7.415 -7.414
H -7.091 -8.165 -7.844
H -7.261 -4.463 -2.194
H -6.035 -4.820 -3.387
H -5.357 -2.456 -3.513
H -6.641 -2.022 -2.541
H -5.341 -2.908 -1.762
C 4.270 0.357 8.601
C 4.355 0.587 7.114
O 3.110 1.063 6.561
P 1.872 0.084 6.380
O 2.153 -1.274 5.795
O 0.808 1.111 5.656
C 0.731 1.292 4.232
C -0.540 2.000 3.941
O 1.302 -0.002 7.897
C 0.886 1.178 8.588
C 0.837 0.802 10.085
H 3.425 -0.221 8.975
H 5.216 0.052 9.048
H 4.181 1.369 8.997
H 5.232 1.230 7.047
H 4.660 -0.348 6.642
H 1.592 1.908 3.974
H 0.749 0.341 3.699
H -0.486 3.035 4.278
H -0.799 2.040 2.883
H -1.388 1.474 4.379
H 1.627 1.968 8.471
H -0.067 1.599 8.267
H 1.855 0.800 10.474
H 0.225 1.508 10.647
H 0.329 -0.145 10.264
*
```

Properties
E_tot: -6021.03688 Ha
Energy above the lowest of the compared OMol25 structures with the same formula, charge and spin: 239.29 kcal/mol
Gap between HOMO and LUMO: 2.1 eV
LUMO level: -11.70 eV
HOMO level: -13.80 eV

[3]
Here is 3 unconnected molecules or ions with the total composition C18H46BrClN2OP3 in a non-equilibrium geometry from the OMol25 dataset. Energies are from the ωB97M-V functional and the def2-TZVPD basis.

The geometry in ORCA input format:
```
! RIJCOSX wB97M-V def2-TZVPD def2/J DEFGRID3
* xyz 1 1
C 3.080 3.206 1.203
C 2.937 4.534 0.253
C 1.398 4.985 -0.088
Br 1.059 5.268 -2.062
P 0.042 3.814 0.573
P -0.379 2.095 -0.744
O 1.022 1.085 -0.962
Cl -1.829 0.808 0.206
P -1.833 5.009 0.563
C -3.307 3.929 -0.071
C -2.339 5.516 2.332
C -1.308 5.047 3.517
H 2.683 3.334 2.297
H 2.601 2.229 0.772
H 4.247 2.977 1.303
H 3.551 4.472 -0.764
H 3.444 5.429 0.856
H 1.239 6.056 0.414
H 0.265 3.328 1.916
H 1.214 0.722 -0.027
H -4.102 4.713 -0.493
H -3.826 3.307 0.787
H -3.026 3.235 -0.970
H -2.358 6.707 2.350
H -3.445 5.173 2.618
H -0.246 5.517 3.270
H -1.267 3.883 3.653
H -1.637 5.566 4.541
C 0.961 0.459 -4.058
C 1.836 -0.364 -5.005
N 2.642 -1.396 -4.347
C 3.626 -2.014 -5.244
C 3.093 -2.825 -6.425
C 1.914 -2.337 -3.493
C 0.816 -3.171 -4.147
H 1.568 0.970 -3.302
H 0.421 1.222 -4.627
H 0.212 -0.154 -3.552
H 2.509 0.343 -5.507
H 1.193 -0.789 -5.784
H 4.303 -2.648 -4.660
H 4.267 -1.217 -5.644
H 2.738 -3.806 -6.111
H 3.900 -3.000 -7.145
H 2.289 -2.312 -6.957
H 1.471 -1.778 -2.661
H 2.626 -3.015 -3.005
H 0.205 -2.591 -4.844
H 0.144 -3.565 -3.376
H 1.227 -4.032 -4.675
C -1.021 -2.424 1.350
C -1.976 -2.361 2.541
N -2.473 -3.664 2.993
C -3.549 -3.556 3.987
C -3.202 -2.934 5.339
C -1.454 -4.671 3.300
C -0.438 -4.333 4.387
H -1.499 -2.895 0.483
H -0.727 -1.410 1.060
H -0.104 -2.969 1.585
H -2.831 -1.748 2.228
H -1.480 -1.814 3.351
H -3.988 -4.545 4.157
H -4.360 -2.964 3.542
H -2.662 -3.635 5.975
H -4.123 -2.674 5.871
H -2.613 -2.019 5.241
H -0.907 -4.902 2.380
H -1.943 -5.618 3.560
H -0.082 -3.300 4.323
H 0.437 -4.985 4.290
H -0.846 -4.500 5.384
*
```

Properties
E_tot: -4956.05306 Ha
Gap between HOMO and LUMO: 5.6 eV
LUMO level: -4.21 eV
HOMO level: -9.77 eV

[4]
Here is a molecular structure, C18H46BrIInNO10P in a non-equilibrium geometry from the OMol25 dataset. Energies are from the ωB97M-V functional and the def2-TZVPD basis.

The geometry in ORCA input format:
```
! RIJCOSX wB97M-V def2-TZVPD def2/J DEFGRID3
* xyz -1 1
C 3.256 -1.745 2.724
C 3.095 -1.457 1.123
O 4.139 -1.847 0.339
N 1.946 -0.799 0.408
C 2.305 0.516 -0.240
C 3.731 1.317 -0.122
O 1.329 1.095 -0.993
In 0.131 -0.751 1.513
C -0.125 1.130 2.751
C 0.215 2.530 1.967
O -0.713 3.137 1.182
Br 1.984 3.510 2.107
P -1.889 -1.181 -0.034
O -2.496 0.340 -0.660
I -3.616 -2.118 1.521
H 3.840 -2.781 2.838
H 3.940 -0.955 3.298
H 2.261 -1.875 3.323
H 4.006 1.653 0.969
H 3.646 2.273 -0.830
H 4.593 0.657 -0.560
H 0.162 -2.163 2.661
H 0.615 1.086 3.687
H -1.255 1.185 3.129
H -1.702 0.896 -0.968
C 7.440 -4.316 1.500
C 6.447 -5.273 0.874
O 5.139 -4.993 1.350
H 7.422 -4.401 2.591
H 8.455 -4.521 1.146
H 7.185 -3.279 1.257
H 6.693 -6.306 1.137
H 6.450 -5.184 -0.217
H 4.927 -4.077 1.104
C -6.821 -0.897 -2.019
C -7.225 0.270 -1.142
O -6.265 0.459 -0.113
H -6.735 -1.813 -1.425
H -7.553 -1.059 -2.814
H -5.840 -0.719 -2.473
H -8.195 0.079 -0.673
H -7.300 1.192 -1.726
H -5.409 0.637 -0.540
C -6.993 -0.373 4.166
C -6.109 -0.431 5.395
O -5.005 -1.293 5.157
H -7.357 -1.372 3.906
H -7.851 0.284 4.335
H -6.431 -0.004 3.302
H -6.668 -0.821 6.250
H -5.730 0.562 5.653
H -4.510 -0.933 4.400
C 11.307 -6.144 -1.600
C 10.502 -5.636 -0.421
O 9.656 -6.666 0.069
H 10.643 -6.484 -2.401
H 11.961 -5.360 -1.992
H 11.920 -7.003 -1.308
H 9.874 -4.792 -0.722
H 11.159 -5.306 0.389
H 10.224 -7.407 0.341
C -4.201 3.831 -0.471
C -4.011 3.861 -1.974
O -4.885 4.818 -2.554
H -5.236 3.582 -0.219
H -3.537 3.095 -0.009
H -3.994 4.814 -0.035
H -4.240 2.883 -2.408
H -2.981 4.122 -2.234
H -4.668 5.685 -2.168
C -4.707 7.166 -6.117
C -3.236 7.220 -5.760
O -3.015 6.570 -4.517
H -5.310 7.647 -5.339
H -4.896 7.668 -7.071
H -5.051 6.129 -6.190
H -2.903 8.258 -5.666
H -2.628 6.730 -6.526
H -3.306 5.647 -4.613
*
```

Properties
E_tot: -4923.65445 Ha
Gap between HOMO and LUMO: 6.8 eV
LUMO level: 2.06 eV
HOMO level: -4.77 eV

[5]
Here is 3 unconnected molecules or ions with the total composition C18H46BrIN3O6P2 in a non-equilibrium geometry from the OMol25 dataset. Energies are from the ωB97M-V functional and the def2-TZVPD basis.

The geometry in ORCA input format:
```
! RIJCOSX wB97M-V def2-TZVPD def2/J DEFGRID3
* xyz -1 1
C 2.830 -3.136 -2.503
C 1.821 -2.480 -3.427
O 2.078 -2.272 -4.601
N 0.562 -2.258 -2.912
C 0.332 -1.597 -1.607
C 0.444 -0.074 -1.669
C 1.827 0.577 -1.445
C 2.847 -0.081 -0.514
P 2.977 0.618 1.255
Br 0.636 0.100 1.718
P 5.239 1.020 1.296
O 5.761 -0.374 0.538
I 5.483 2.647 -0.573
H 2.359 -3.569 -1.620
H 3.580 -2.407 -2.189
H 3.324 -3.927 -3.074
H 0.017 -1.812 -3.644
H -0.688 -1.862 -1.304
H 0.990 -2.040 -0.860
H -0.266 0.344 -0.949
H 0.094 0.239 -2.659
H 2.296 0.737 -2.427
H 1.650 1.592 -1.049
H 3.844 0.093 -0.940
H 2.745 -1.161 -0.409
H 2.634 1.947 0.752
H 3.010 1.147 2.598
H 3.333 -0.698 1.773
H 6.517 -0.190 -0.032
C -1.898 -5.715 7.155
O -2.881 -4.866 6.608
C -2.608 -3.475 6.743
C -2.276 -2.833 5.416
N -0.994 -3.289 4.911
C -0.672 -2.852 3.551
C -1.584 -3.288 2.416
O -1.556 -4.680 2.130
C -2.395 -5.479 2.929
H -2.300 -6.727 7.133
H -0.962 -5.698 6.585
H -1.673 -5.448 8.193
H -1.791 -3.319 7.455
H -3.509 -3.005 7.148
H -2.227 -1.749 5.562
H -3.113 -3.032 4.730
H -0.958 -4.299 4.955
H 0.334 -3.208 3.323
H -0.620 -1.761 3.534
H -1.224 -2.787 1.515
H -2.623 -2.967 2.570
H -3.315 -4.950 3.203
H -1.905 -5.816 3.849
H -2.661 -6.362 2.347
C -2.307 6.490 -1.508
O -2.495 6.368 -2.903
C -1.487 6.976 -3.698
C -0.633 5.946 -4.402
N 0.195 5.215 -3.460
C 0.916 4.075 -4.013
C 0.112 2.934 -4.622
O -0.638 2.189 -3.685
C -1.894 2.720 -3.327
H -3.218 6.132 -1.031
H -1.465 5.894 -1.142
H -2.144 7.533 -1.220
H -0.862 7.630 -3.082
H -1.989 7.592 -4.449
H 0.019 6.466 -5.113
H -1.306 5.301 -4.987
H -0.374 4.903 -2.685
H 1.527 3.654 -3.211
H 1.608 4.445 -4.778
H 0.831 2.230 -5.050
H -0.538 3.267 -5.443
H -2.368 3.238 -4.168
H -1.831 3.406 -2.477
H -2.525 1.882 -3.028
*
```

Properties
E_tot: -4883.51441 Ha
Gap between HOMO and LUMO: 7.0 eV
LUMO level: 2.48 eV
HOMO level: -4.56 eV

[6]
Here is 3 unconnected molecules or ions with the total composition C18H47FN6O6P2S in a non-equilibrium geometry from the OMol25 dataset. Energies are from the ωB97M-V functional and the def2-TZVPD basis.

The geometry in ORCA input format:
```
! RIJCOSX wB97M-V def2-TZVPD def2/J DEFGRID3
* xyz 0 1
C 0.372 -1.223 3.420
C 0.934 0.229 2.835
C 0.049 0.836 1.599
C -0.418 2.415 1.808
C 0.769 0.648 0.101
O 1.660 1.768 -0.257
C 2.894 1.781 0.539
O 3.069 2.380 1.728
S 1.501 -1.059 -0.165
O 0.492 -2.205 0.235
O 1.716 -1.247 -1.712
F 2.943 -1.379 0.701
H -0.802 -1.298 3.350
H 0.938 -2.075 2.851
H 0.635 -1.359 4.577
H 0.802 0.991 3.743
H 2.073 0.081 2.613
H -0.971 0.214 1.585
H -1.306 2.579 1.029
H 0.450 3.181 1.585
H -0.774 2.606 2.912
H -0.147 0.722 -0.663
H 3.823 1.170 0.126
C 3.405 -7.092 -1.107
N 4.684 -6.471 -1.367
C 5.577 -6.570 -0.223
P 5.222 -5.662 -2.745
O 6.381 -6.655 -3.006
N 4.373 -6.175 -4.142
C 3.652 -7.440 -4.190
C 5.147 -6.034 -5.382
N 3.890 -4.520 -2.445
C 4.086 -3.574 -1.353
C 2.933 -4.041 -3.428
H 2.572 -6.549 -1.562
H 3.176 -7.126 -0.035
H 3.395 -8.125 -1.469
H 5.274 -5.866 0.558
H 6.611 -6.329 -0.490
H 5.584 -7.583 0.197
H 4.282 -8.275 -3.874
H 3.278 -7.657 -5.198
H 2.758 -7.406 -3.574
H 5.860 -6.856 -5.516
H 5.710 -5.094 -5.378
H 4.485 -6.002 -6.255
H 3.380 -3.792 -0.545
H 3.947 -2.533 -1.664
H 5.097 -3.646 -0.941
H 2.236 -4.835 -3.710
H 3.434 -3.658 -4.324
H 2.304 -3.233 -3.037
C -3.931 6.320 -0.262
N -4.128 4.999 0.291
C -3.699 3.958 -0.629
P -4.790 4.546 1.774
O -3.495 3.849 2.259
N -4.636 5.797 2.935
C -3.667 6.875 2.790
C -4.584 5.308 4.319
N -6.279 5.347 1.216
C -7.062 4.628 0.219
C -7.080 6.292 1.975
H -4.729 7.015 0.012
H -3.921 6.308 -1.358
H -2.973 6.737 0.062
H -4.426 3.844 -1.439
H -3.614 2.985 -0.134
H -2.718 4.181 -1.063
H -2.662 6.489 2.599
H -3.627 7.509 3.684
H -3.953 7.554 1.992
H -3.586 4.940 4.587
H -5.297 4.489 4.463
H -4.864 6.099 5.024
H -7.040 5.172 -0.730
H -8.107 4.492 0.518
H -6.655 3.627 0.040
H -6.561 7.249 2.075
H -7.327 5.904 2.969
H -8.026 6.531 1.475
*
```

Properties
E_tot: -2674.31020 Ha
Gap between HOMO and LUMO: 6.3 eV
LUMO level: -1.28 eV
HOMO level: -7.56 eV